Record 1
40
Properties=species:S:1:pos:R:3 method="wB97M-V/def2-TZVPD" spin_multiplicity=1 total_charge=+1
Ir -1.062 -0.926 0.528
O -2.200 -2.057 -0.574
C -1.942 -2.598 -1.749
C -2.922 -3.427 -2.318
C -2.729 -3.968 -3.562
C -1.543 -3.722 -4.280
C -0.567 -2.944 -3.724
C -0.737 -2.373 -2.443
C 0.333 -1.611 -1.902
N 0.344 -0.989 -0.766
N 1.455 -0.206 -0.483
C 1.419 0.205 0.752
O 0.531 -0.239 1.595
C 2.395 1.219 1.204
C 3.506 1.531 0.424
C 4.380 2.522 0.838
C 4.146 3.207 2.024
C 3.047 2.886 2.810
C 2.176 1.887 2.404
H -3.827 -3.600 -1.751
H -3.497 -4.596 -3.995
H -1.405 -4.153 -5.262
H 0.355 -2.755 -4.260
H 1.242 -1.514 -2.484
H 3.679 0.990 -0.496
H 5.252 2.755 0.242
H 4.827 3.986 2.340
H 2.879 3.404 3.746
H 1.320 1.616 3.009
C -2.813 0.119 2.167
N -2.138 1.408 2.154
C -1.406 1.787 1.097
N -0.785 2.959 1.078
O -1.310 1.008 0.087
H -3.505 0.074 3.002
H -2.093 -0.730 2.321
H -3.389 -0.020 1.251
H -2.147 1.973 2.986
H -0.965 3.677 1.758
H -0.302 3.214 0.230

=====

Record 2
15
Properties=species:S:1:pos:R:3 method="wB97M-V/def2-TZVPD" relative_energy_kcal_mol=87.7 spin_multiplicity=1 total_charge=+1
C 0.044 0.231 1.258
N -0.145 0.162 -0.138
C 0.608 0.896 -0.891
N 1.700 1.540 -0.497
C -0.895 -0.845 -0.742
N -1.457 -1.924 -0.102
O -1.009 -2.442 0.977
H 0.823 -0.534 1.609
H 0.186 1.316 1.534
H -0.872 0.045 1.743
H 0.248 1.084 -1.888
H 2.093 2.349 -0.916
H 2.182 1.185 0.359
H -1.424 -0.581 -1.626
H -2.083 -2.482 -0.680

=====

Record 3
3
Properties=species:S:1:pos:R:3 method="wB97M-V/def2-TZVPD" spin_multiplicity=2 total_charge=+2 s2=0.9322
O -5.553 3.287 16.397
V -7.203 3.242 16.729
O -7.835 4.124 15.775

=====

Record 4
35
Properties=species:S:1:pos:R:3 method="wB97M-V/def2-TZVPD" relative_energy_kcal_mol=63.6 spin_multiplicity=1 total_charge=0 smiles="CCCC[C@H](CC)C(=O)Nc1ncc([N+](=O)[O-])s1"
C 2.497 3.464 -0.206
C 2.635 2.264 0.723
C 1.813 1.073 0.230
C 1.960 -0.123 1.170
C 1.188 -1.391 0.749
C 1.694 -1.997 -0.563
C 0.990 -3.309 -0.893
C -0.291 -1.086 0.766
O -0.989 -1.211 1.750
N -0.839 -0.604 -0.396
C -2.157 -0.264 -0.454
N -2.713 0.199 -1.538
C -4.012 0.456 -1.336
C -4.457 0.183 -0.067
N -5.756 0.349 0.439
O -5.944 0.046 1.601
O -6.603 0.785 -0.318
S -3.173 -0.435 0.941
H 1.458 3.778 -0.273
H 3.085 4.300 0.163
H 2.845 3.216 -1.207
H 3.686 1.975 0.790
H 2.302 2.541 1.725
H 2.153 0.809 -0.773
H 0.766 1.375 0.168
H 3.017 -0.385 1.248
H 1.617 0.168 2.165
H 1.341 -2.129 1.544
H 1.579 -1.299 -1.395
H 2.764 -2.185 -0.452
H 1.134 -4.029 -0.091
H 1.393 -3.734 -1.810
H -0.079 -3.162 -1.027
H -0.293 -0.481 -1.237
H -4.612 0.845 -2.139

=====

Record 5
96
Properties=species:S:1:pos:R:3 method="wB97M-V/def2-TZVPD" spin_multiplicity=1 total_charge=0
Sr -0.537 0.322 -0.648
C 4.002 -1.884 -3.060
C 2.500 -1.910 -2.792
C 2.198 -2.872 -1.644
P 1.672 -0.267 -2.376
C 1.429 0.539 -4.065
C 1.286 2.042 -3.844
C 2.382 0.241 -5.222
C 2.896 0.746 -1.504
C 4.081 1.105 -2.139
C 5.050 1.859 -1.513
C 4.834 2.266 -0.200
C 3.660 1.957 0.439
C 2.629 1.208 -0.182
N 1.412 1.058 0.387
C 1.219 1.228 1.730
C 2.045 0.638 2.701
C 1.757 0.739 4.045
C 0.653 1.457 4.481
C -0.167 2.064 3.547
C 0.095 1.958 2.191
P -0.918 2.681 0.875
C -2.638 3.024 1.539
C -3.238 1.740 2.105
C -2.852 4.215 2.468
C -0.172 4.391 0.665
C 0.887 4.317 -0.430
C 0.439 4.987 1.929
H 4.363 -2.904 -3.196
H 4.531 -1.443 -2.219
H 4.244 -1.326 -3.960
H 1.971 -2.263 -3.689
H 2.562 -2.459 -0.702
H 2.686 -3.832 -1.807
H 1.126 -3.044 -1.557
H 0.444 0.144 -4.357
H 2.256 2.495 -3.648
H 0.634 2.223 -2.988
H 0.858 2.516 -4.725
H 3.382 0.628 -5.047
H 1.995 0.730 -6.116
H 2.444 -0.825 -5.427
H 4.237 0.788 -3.157
H 5.956 2.123 -2.035
H 5.589 2.847 0.313
H 3.496 2.310 1.450
H 2.918 0.089 2.373
H 2.407 0.255 4.764
H 0.445 1.554 5.534
H -1.018 2.630 3.887
H -3.177 3.248 0.605
H -2.769 1.449 3.041
H -3.111 0.918 1.398
H -4.307 1.870 2.280
H -2.354 4.091 3.424
H -3.918 4.327 2.664
H -2.498 5.128 1.996
H -0.997 5.023 0.306
H 1.705 3.667 -0.124
H 1.290 5.309 -0.627
H 0.459 3.931 -1.354
H 1.242 4.351 2.293
H -0.289 5.116 2.725
H 0.856 5.965 1.693
C 0.652 -2.547 2.682
C -0.349 -2.223 3.789
S -1.718 -1.133 3.280
C -3.110 -2.333 3.222
C -3.986 -2.180 1.991
S -3.122 -2.125 0.388
C -2.407 -3.796 0.233
C -1.146 -4.062 1.043
S 0.017 -2.646 0.985
H 1.172 -3.478 2.911
H 1.378 -1.738 2.601
H 0.172 -1.687 4.583
H -0.793 -3.123 4.213
H -3.717 -2.162 4.114
H -2.698 -3.338 3.279
H -4.518 -1.228 2.018
H -4.713 -2.994 1.943
H -2.186 -3.859 -0.833
H -3.178 -4.524 0.488
H -0.635 -4.934 0.629
H -1.365 -4.258 2.089
Cl -2.218 3.548 -2.201
C -2.496 2.118 -3.115
C -2.010 0.918 -2.603
C -2.269 -0.180 -3.413
Cl -1.694 -1.707 -2.860
C -2.944 -0.127 -4.627
Cl -3.200 -1.547 -5.566
C -3.404 1.104 -5.089
Cl -4.221 1.222 -6.593
C -3.181 2.241 -4.320
Cl -3.745 3.772 -4.871

=====

Record 6
12
Properties=species:S:1:pos:R:3 method="wB97M-V/def2-TZVPD" relative_energy_kcal_mol=142.6 spin_multiplicity=1 total_charge=0
C -0.393 -2.476 -0.644
C -1.625 -2.500 -0.237
C 0.388 2.313 0.038
C 0.123 0.844 0.074
O -0.328 -2.785 0.775
O 0.994 0.121 0.468
H 0.464 -2.193 -1.293
H 0.521 2.725 1.030
H -0.458 2.893 -0.483
H 1.278 2.595 -0.598
H -0.885 0.376 -0.352
H -0.081 -1.913 1.222

=====

Record 7
22
Properties=species:S:1:pos:R:3 method="wB97M-V/def2-TZVPD" relative_energy_kcal_mol=19.9 spin_multiplicity=1 total_charge=0 smiles=OB(O)CCc1ccccc1
O -0.534 2.224 2.781
B 0.284 1.774 1.784
O 1.494 1.283 2.111
C -0.125 2.080 0.255
C -0.975 1.017 -0.289
C -0.387 -0.325 -0.680
C 0.230 -0.388 -1.850
C 0.746 -1.627 -2.255
C 0.496 -2.759 -1.524
C -0.093 -2.657 -0.276
C -0.566 -1.442 0.115
H -0.034 1.951 3.629
H 1.593 1.286 3.068
H -0.560 3.047 0.171
H 0.823 2.002 -0.309
H -1.838 0.876 0.422
H -1.410 1.461 -1.155
H 0.295 0.526 -2.402
H 1.262 -1.647 -3.198
H 0.693 -3.839 -1.836
H -0.345 -3.512 0.364
H -1.049 -1.329 1.070

=====

Record 8
95
Properties=species:S:1:pos:R:3 method="wB97M-V/def2-TZVPD" relative_energy_kcal_mol=7.8 spin_multiplicity=1 total_charge=+2
P -2.727 2.566 -0.153
C -3.839 3.330 1.089
C -3.962 4.715 1.291
H -3.352 5.413 0.713
C -4.875 5.204 2.232
H -4.978 6.283 2.365
C -5.642 4.320 2.996
H -6.348 4.708 3.732
C -5.499 2.938 2.818
H -6.096 2.246 3.413
C -4.597 2.440 1.884
H -4.473 1.367 1.749
C -1.732 4.006 -0.707
C -0.602 4.336 0.076
H -0.355 3.726 0.946
C 0.173 5.443 -0.255
H 1.032 5.704 0.364
C -0.148 6.219 -1.374
H 0.464 7.086 -1.634
C -1.250 5.883 -2.164
H -1.506 6.481 -3.040
C -2.036 4.773 -1.841
H -2.887 4.507 -2.472
C -3.859 2.307 -1.574
C -5.155 2.842 -1.643
H -5.557 3.421 -0.810
C -5.936 2.637 -2.786
H -6.934 3.071 -2.836
C -5.438 1.880 -3.850
H -6.053 1.719 -4.738
C -4.156 1.323 -3.774
H -3.766 0.735 -4.606
C -3.376 1.513 -2.638
H -2.387 1.053 -2.564
Ti 1.646 -1.960 1.360
C 2.988 -1.417 -0.391
C 2.695 -0.356 -1.153
H 3.905 -2.001 -0.552
C 1.413 0.395 -0.856
O 0.590 0.351 -2.046
H -0.222 0.881 -1.893
C 0.723 -0.291 0.265
H 1.618 1.443 -0.558
C -0.184 -0.783 0.998
Cl 3.612 -3.329 1.690
Cl 0.449 -2.410 3.337
P 2.848 -0.478 2.973
C 3.521 -1.386 4.391
H 4.285 -2.090 4.045
H 2.721 -1.962 4.868
H 3.952 -0.678 5.108
C 4.260 0.437 2.308
H 3.923 1.088 1.487
H 4.990 -0.277 1.899
H 4.710 1.038 3.115
C 1.751 0.773 3.691
H 0.879 0.276 4.137
H 1.393 1.448 2.901
H 2.312 1.337 4.452
P 3.690 0.154 -2.584
C 5.264 -0.665 -2.427
C 3.879 1.930 -2.529
H 5.130 -1.755 -2.444
H 5.749 -0.384 -1.482
H 5.901 -0.358 -3.267
H 2.899 2.419 -2.578
H 4.490 2.239 -3.386
H 4.383 2.228 -1.603
C 2.854 -0.331 -4.089
H 2.758 -1.423 -4.122
H 3.443 0.012 -4.950
H 1.850 0.111 -4.106
H -1.192 -0.669 1.382
C 0.640 -5.987 3.151
C 1.098 -5.893 1.695
P 0.752 -4.338 0.768
C 1.405 -4.589 -0.916
C 1.512 -6.029 -1.406
C -1.080 -4.278 0.668
C -1.808 -5.541 0.229
H 1.192 -5.296 3.795
H 0.839 -7.006 3.510
H -0.433 -5.802 3.290
H 2.193 -6.011 1.667
H 0.646 -6.710 1.109
H 0.763 -3.991 -1.580
H 2.404 -4.129 -0.945
H 0.545 -6.529 -1.481
H 1.964 -6.014 -2.403
H 2.159 -6.634 -0.761
H -1.436 -3.972 1.664
H -1.318 -3.443 -0.007
H -1.659 -6.376 0.921
H -2.882 -5.321 0.206
H -1.519 -5.867 -0.772

=====

Record 9
55
Properties=species:S:1:pos:R:3 method="wB97M-V/def2-TZVPD" relative_energy_kcal_mol=134.4 spin_multiplicity=1 total_charge=0
O -2.035 1.795 -1.564
C -0.880 1.524 -1.852
C 0.134 1.312 -0.734
C -0.036 -0.182 -0.176
C 1.201 -0.804 0.347
O 2.326 -1.017 -0.497
N -0.171 2.273 0.364
H -0.522 1.465 -2.887
H 1.171 1.355 -1.189
H -0.589 -0.756 -1.024
H -0.746 -0.183 0.677
H 0.974 -1.831 0.758
H 1.348 -0.256 1.245
H 2.515 -0.137 -1.024
H -0.423 3.312 -0.096
H -1.005 1.990 0.816
H 0.960 -3.307 -2.768
H 1.676 -2.905 -1.476
O 1.562 -2.568 -2.465
H 3.238 0.492 3.394
H 3.138 0.706 2.049
O 3.625 0.997 2.777
H -1.806 -1.586 1.153
H -1.671 -3.064 1.434
O -1.336 -2.389 0.924
H -1.275 -2.440 -3.128
H -1.876 -2.389 -1.719
O -1.479 -2.946 -2.361
H 2.219 -0.969 -3.174
H 2.108 0.645 -3.195
O 1.788 -0.199 -3.548
H 4.198 1.459 -0.238
H 2.527 1.486 0.195
O 3.328 1.437 -0.507
H -4.148 -0.656 2.242
H -3.042 0.210 1.611
O -3.305 -0.695 1.731
H 0.058 -3.172 0.070
H -0.381 -3.826 -1.263
O 0.377 -3.723 -0.650
H -1.170 2.887 3.553
H -2.113 2.583 2.453
O -2.114 2.668 3.438
H -0.320 -0.912 2.693
H -0.585 0.446 3.199
O 0.096 -0.127 2.886
H 0.241 -1.065 -2.578
H -0.068 -0.614 -3.905
O -0.481 -0.740 -3.122
H 0.966 2.443 2.204
H 1.451 2.111 3.545
O 0.590 2.460 3.157
H -2.952 1.776 -0.181
H -3.927 2.512 0.760
O -3.129 1.943 0.766

=====

Record 10
13
Properties=species:S:1:pos:R:3 method="wB97M-V/def2-TZVPD" relative_energy_kcal_mol=60.0 spin_multiplicity=1 total_charge=0 smiles=C1NC[C@H]2S[C@@H]12
C -1.008 1.125 -0.308
N -1.922 -0.051 -0.128
C -0.944 -1.179 -0.214
C 0.236 -0.632 0.648
S 1.710 -0.045 -0.263
C 0.246 0.864 0.550
H -1.474 2.193 -0.111
H -0.396 1.008 -1.351
H -2.162 -0.005 0.988
H -1.496 -2.219 -0.048
H -0.529 -1.135 -1.256
H 0.515 -1.315 1.493
H 0.459 1.488 1.328

=====

Record 11
21
Properties=species:S:1:pos:R:3 method="wB97M-V/def2-TZVPD" relative_energy_kcal_mol=49.2 spin_multiplicity=1 total_charge=0
C -1.206 -2.169 -1.539
C -0.228 -1.274 -0.813
C -0.444 0.053 -0.660
C -1.299 0.871 -1.590
C 0.433 0.846 0.303
C 0.839 0.055 1.573
C 1.684 1.089 2.408
H -0.668 -2.887 -2.193
H -1.866 -2.838 -1.010
H -1.822 -1.673 -2.290
H 0.847 -1.545 -0.722
H -2.090 0.324 -2.101
H -1.902 1.597 -1.045
H -0.540 1.321 -2.253
H -0.219 1.701 0.562
H 1.279 1.252 -0.246
H 1.522 -0.711 1.258
H 0.041 -0.128 2.294
H 1.463 1.013 3.501
H 2.742 0.999 2.483
H 1.435 2.101 2.081

=====

Record 12
21
Properties=species:S:1:pos:R:3 method="wB97M-V/def2-TZVPD" relative_energy_kcal_mol=37.8 spin_multiplicity=1 total_charge=0 smiles="CN(N)C(C)(C)C(=O)O"
C 0.798 1.616 -0.996
N -0.215 1.081 -0.108
N -0.247 1.747 1.142
C -0.203 -0.369 0.082
C 1.085 -0.906 0.728
C -1.418 -0.737 0.950
C -0.455 -1.056 -1.253
O -0.857 -0.543 -2.261
O -0.223 -2.376 -1.184
H 1.815 1.561 -0.575
H 0.769 1.087 -1.943
H 0.561 2.664 -1.185
H 0.697 1.949 1.487
H -0.731 2.631 1.014
H 1.948 -0.711 0.094
H 1.231 -0.424 1.691
H 1.005 -1.977 0.880
H -2.324 -0.363 0.482
H -1.483 -1.815 1.065
H -1.312 -0.269 1.924
H -0.443 -2.790 -2.034

=====

Number 1: F_max 1.46 eV/Å, E_tot -31786.68674 eV. Number 2: F_max 4.54 eV/Å, E_tot -9748.65947 eV. Number 3: F_max 4.50 eV/Å, E_tot -29753.02396 eV. Number 4: F_max 1.57 eV/Å, E_tot -33128.89644 eV. Number 5: F_max 2.55 eV/Å, E_tot -154134.21861 eV. Number 6: F_max 3.24 eV/Å, E_tot -8334.27788 eV. Number 7: F_max 3.82 eV/Å, E_tot -13247.86258 eV. Number 8: F_max 5.18 eV/Å, E_tot -124488.56870 eV. Number 9: F_max 6.20 eV/Å, E_tot -36915.64733 eV. Number 10: F_max 3.73 eV/Å, E_tot -16584.32868 eV. Number 11: F_max 3.58 eV/Å, E_tot -7484.16009 eV. Number 12: F_max 0.68 eV/Å, E_tot -12454.34251 eV.